(1)
DFT (ωB97M-V/def2-TZVPD) results for C38H114BF4KO19 as an isolated structure.

Structure (ORCA input):
```
! wB97M-V def2-TZVPD RIJCOSX def2/J DEFGRID3
* xyz 0 1
K -4.628 0.195 -2.361
B 0.006 -0.090 0.094
F 1.087 0.404 -0.694
F -0.913 0.889 0.460
F -0.620 -1.111 -0.566
F 0.457 -0.613 1.263
C 4.510 -0.619 0.697
C 4.187 -0.556 -0.793
O 3.063 -1.397 -1.022
H 3.637 -0.382 1.305
H 5.247 0.160 0.892
H 4.921 -1.555 1.076
H 4.979 -0.934 -1.440
H 4.049 0.484 -1.088
H 2.234 -0.954 -0.830
C 0.596 -5.073 -2.661
C 1.426 -4.051 -1.844
O 2.421 -3.441 -2.601
H 1.259 -5.864 -3.011
H 0.183 -4.656 -3.579
H -0.176 -5.583 -2.086
H 1.784 -4.548 -0.942
H 0.802 -3.263 -1.421
H 2.762 -2.666 -2.149
C -1.171 -4.452 0.863
C -1.151 -5.449 2.021
O -2.487 -5.678 2.439
H -1.570 -4.851 -0.069
H -0.224 -4.003 0.563
H -1.795 -3.600 1.133
H -0.641 -4.995 2.870
H -0.594 -6.368 1.841
H -2.887 -6.206 1.744
C -4.709 1.570 4.623
C -3.688 2.652 4.135
O -4.390 3.906 4.247
H -4.872 1.594 5.701
H -4.420 0.555 4.350
H -5.664 1.617 4.100
H -3.414 2.537 3.086
H -2.761 2.652 4.709
H -3.756 4.565 3.955
C 4.683 3.152 -5.606
C 3.949 3.115 -4.270
O 3.428 1.920 -3.879
H 5.556 2.501 -5.576
H 4.937 4.166 -5.917
H 4.046 2.751 -6.395
H 3.256 3.957 -4.248
H 4.676 3.459 -3.535
H 3.171 2.036 -2.962
C 0.352 -1.732 4.421
C -1.159 -1.529 4.591
O -1.451 -0.258 5.176
H 0.763 -0.898 3.854
H 0.574 -2.665 3.902
H 0.764 -1.689 5.429
H -1.676 -2.337 5.109
H -1.689 -1.563 3.639
H -1.153 0.416 4.561
C -6.188 4.216 -0.699
C -5.706 2.814 -0.336
O -6.621 1.895 -0.921
H -5.462 4.977 -0.412
H -7.037 4.492 -0.074
H -6.370 4.429 -1.753
H -5.805 2.783 0.749
H -4.713 2.682 -0.765
H -7.473 2.000 -0.490
C 5.223 -2.244 -5.598
C 4.830 -1.017 -4.838
O 4.264 -0.072 -5.762
H 5.485 -3.099 -4.975
H 6.032 -2.002 -6.287
H 4.374 -2.681 -6.124
H 5.712 -0.657 -4.309
H 4.079 -1.278 -4.093
H 3.894 0.629 -5.221
C -3.069 -3.670 -2.803
C -2.092 -2.592 -3.360
O -2.271 -1.411 -2.519
H -2.990 -4.583 -3.394
H -4.125 -3.404 -2.853
H -2.791 -3.971 -1.793
H -2.175 -2.348 -4.419
H -1.066 -2.940 -3.237
H -1.590 -1.517 -1.851
C -1.041 1.337 -3.379
C -1.632 2.768 -3.641
O -3.036 2.792 -3.352
H -1.167 1.149 -2.313
H 0.032 1.311 -3.567
H -1.585 0.665 -4.042
H -1.445 3.005 -4.688
H -1.039 3.414 -2.994
H -3.255 3.726 -3.328
C -5.012 -0.629 1.705
C -3.563 -0.451 1.383
O -3.349 0.480 0.305
H -5.116 -1.348 2.517
H -5.538 -1.015 0.831
H -5.451 0.294 2.083
H -3.200 -1.436 1.089
H -3.049 -0.065 2.263
H -2.401 0.608 0.228
C 4.355 3.105 1.769
C 4.280 3.933 3.030
O 3.637 3.140 4.053
H 4.490 3.662 0.842
H 3.409 2.597 1.583
H 5.099 2.313 1.843
H 3.708 4.841 2.842
H 5.263 4.261 3.366
H 3.578 3.644 4.868
C 4.389 -1.567 5.134
C 3.855 -0.251 4.658
O 4.972 0.698 4.696
H 3.625 -2.343 5.136
H 4.781 -1.462 6.145
H 5.209 -1.845 4.471
H 2.977 0.004 5.252
H 3.459 -0.342 3.646
H 4.680 1.496 4.250
C -5.032 -4.143 0.447
C -6.502 -4.427 0.451
O -6.980 -4.126 -0.860
H -4.959 -3.065 0.299
H -4.502 -4.630 -0.371
H -4.612 -4.534 1.374
H -7.039 -3.771 1.136
H -6.727 -5.491 0.530
H -7.709 -4.700 -1.104
C 0.986 -0.681 -6.326
C 1.096 -1.215 -4.869
O 1.232 -2.649 -4.849
H 1.727 -1.223 -6.914
H 1.198 0.387 -6.266
H -0.027 -0.741 -6.723
H 0.230 -0.953 -4.261
H 1.984 -0.808 -4.385
H 1.600 -2.917 -4.004
C 2.016 5.117 -1.774
C 1.561 3.945 -0.882
O 2.048 2.714 -1.422
H 1.672 4.956 -2.796
H 3.098 5.163 -1.900
H 1.661 6.103 -1.475
H 0.471 3.934 -0.844
H 1.911 4.119 0.135
H 1.618 2.003 -0.942
C 2.777 -3.418 1.936
C 3.975 -4.262 1.428
O 3.754 -5.596 1.749
H 1.839 -3.830 1.564
H 2.819 -2.381 1.603
H 2.726 -3.506 3.021
H 4.957 -3.977 1.804
H 4.041 -4.125 0.349
H 4.527 -6.128 1.546
C 0.309 3.145 4.525
C 0.421 2.252 3.266
O -0.760 1.521 3.006
H 1.295 3.585 4.673
H -0.117 2.572 5.348
H -0.454 3.922 4.509
H 1.231 1.532 3.384
H 0.763 2.785 2.378
H -0.646 1.012 2.200
C -2.059 4.641 0.796
C -3.159 5.475 1.546
O -2.707 5.809 2.861
H -1.210 5.217 0.427
H -2.421 4.138 -0.100
H -1.710 3.826 1.430
H -4.125 5.001 1.719
H -3.413 6.377 0.990
H -2.045 6.500 2.781
*
```

Properties
LUMO (eV): -0.509
Highest occupied orbital energy (eV): -9.15
Kohn-Sham gap (eV): 8.64

Atom charges from the Löwdin analysis, given in e for atoms 1 to 6: K 0.831; B -1.303; F 0.113; F 0.138; F 0.176; F 0.197



(2)
DFT (ωB97M-V/def2-TZVPD) results for a 19-piece molecular cluster, C38H114O19S19 overall.

Structure (ORCA input):
```
! wB97M-V def2-TZVPD RIJCOSX def2/J DEFGRID3
* xyz 0 1
C 1.057 -5.347 -4.196
S 1.867 -3.789 -3.659
O 0.833 -2.720 -3.949
C 1.768 -4.280 -1.830
H 0.006 -5.337 -3.908
H 1.464 -6.204 -3.658
H 1.216 -5.489 -5.265
H 2.193 -5.254 -1.591
H 0.700 -4.245 -1.612
H 2.191 -3.481 -1.222
C -0.701 0.268 -4.096
S -2.225 1.106 -4.747
O -3.105 -0.132 -5.108
C -2.953 1.629 -3.160
H -0.016 0.964 -3.610
H -0.125 -0.078 -4.955
H -0.857 -0.642 -3.517
H -2.954 0.846 -2.402
H -3.977 1.939 -3.370
H -2.419 2.467 -2.712
C -1.014 -3.782 1.414
S 0.202 -4.216 2.721
O 0.082 -3.053 3.652
C -0.771 -5.583 3.484
H -0.709 -2.840 0.959
H -2.033 -3.825 1.799
H -0.964 -4.512 0.606
H -1.062 -6.253 2.675
H -1.544 -5.069 4.055
H -0.169 -6.099 4.232
C 7.049 3.409 5.451
S 5.583 3.958 4.376
O 5.952 5.369 3.834
C 5.442 2.654 3.101
H 6.690 2.715 6.212
H 7.537 4.247 5.948
H 7.689 2.830 4.786
H 5.091 1.688 3.463
H 6.436 2.706 2.658
H 4.698 2.842 2.327
C 2.247 3.316 0.522
S 2.337 2.553 -1.136
O 0.927 2.507 -1.751
C 3.175 3.951 -2.032
H 3.254 3.563 0.859
H 1.858 2.722 1.348
H 1.669 4.238 0.588
H 3.798 4.406 -1.262
H 2.458 4.683 -2.403
H 3.815 3.535 -2.810
C -2.646 -2.918 -3.280
S -3.249 -4.703 -3.511
O -4.496 -4.952 -2.618
C -3.896 -4.462 -5.200
H -2.238 -2.681 -2.298
H -3.396 -2.145 -3.452
H -1.762 -2.628 -3.848
H -4.687 -3.727 -5.050
H -4.347 -5.422 -5.451
H -3.226 -4.036 -5.946
C -5.187 0.102 2.099
S -3.617 1.072 2.223
O -3.803 2.120 3.342
C -3.793 2.039 0.636
H -4.985 -0.937 2.357
H -5.502 0.097 1.056
H -6.024 0.528 2.651
H -4.738 2.581 0.617
H -3.795 1.394 -0.243
H -2.894 2.652 0.576
C -2.247 5.271 1.136
S -2.370 5.507 -0.700
O -2.903 6.938 -0.951
C -0.578 5.536 -0.944
H -1.324 4.711 1.285
H -3.110 4.733 1.529
H -2.090 6.229 1.630
H -0.017 6.362 -0.508
H -0.668 5.711 -2.016
H -0.071 4.575 -0.859
C -5.977 -1.213 -3.346
S -7.139 -1.055 -1.879
O -8.539 -1.451 -2.380
C -6.578 -2.490 -0.895
H -6.374 -1.100 -4.355
H -5.507 -2.196 -3.308
H -5.277 -0.378 -3.370
H -7.287 -2.584 -0.072
H -5.554 -2.430 -0.526
H -6.606 -3.445 -1.421
C 0.577 -0.940 -0.915
S -0.913 0.111 -0.591
O -2.033 -0.827 -0.134
C -0.331 0.924 0.927
H 1.487 -0.372 -1.109
H 0.304 -1.629 -1.714
H 0.750 -1.447 0.035
H -0.482 0.278 1.792
H -0.932 1.798 1.180
H 0.728 1.179 0.909
C 6.307 2.040 -2.513
S 7.654 3.062 -1.667
O 6.991 4.359 -1.140
C 7.725 1.877 -0.257
H 6.731 1.056 -2.717
H 6.006 2.514 -3.447
H 5.417 1.866 -1.910
H 6.746 1.697 0.187
H 8.312 2.447 0.463
H 8.218 0.949 -0.547
C -6.395 -2.979 4.717
S -4.923 -2.402 5.605
O -4.631 -3.453 6.712
C -3.719 -2.665 4.257
H -6.274 -4.049 4.546
H -6.557 -2.418 3.797
H -7.272 -2.930 5.363
H -2.886 -3.257 4.636
H -3.376 -1.738 3.798
H -4.185 -3.179 3.416
C 2.029 0.445 6.020
S 1.369 1.826 5.046
O 2.223 1.819 3.755
C -0.148 0.966 4.465
H 2.690 0.930 6.738
H 2.590 -0.274 5.422
H 1.173 0.085 6.591
H -0.960 0.980 5.192
H -0.065 0.007 3.953
H -0.457 1.620 3.650
C 0.615 -1.825 -7.426
S -0.724 -2.692 -8.296
O -0.535 -2.417 -9.781
C 0.105 -4.347 -8.121
H 0.485 -1.923 -6.348
H 0.586 -0.775 -7.717
H 1.563 -2.274 -7.723
H 1.181 -4.319 -8.290
H -0.452 -5.001 -8.793
H -0.022 -4.593 -7.067
C 2.219 5.695 4.848
S 1.899 6.677 3.331
O 0.780 5.952 2.570
C 1.070 8.114 4.162
H 2.306 4.631 4.630
H 1.409 5.858 5.559
H 3.190 5.937 5.281
H 0.376 7.951 4.987
H 0.565 8.617 3.337
H 1.781 8.844 4.547
C -1.716 -7.866 -2.987
S -0.238 -7.715 -1.933
O -0.510 -6.454 -1.219
C -0.864 -8.979 -0.725
H -1.680 -6.969 -3.606
H -2.641 -7.787 -2.415
H -1.818 -8.788 -3.558
H -1.471 -9.698 -1.276
H -1.346 -8.427 0.081
H -0.014 -9.582 -0.404
C -1.549 4.354 4.945
S -2.064 5.550 6.279
O -0.912 6.160 7.089
C -2.563 7.002 5.254
H -2.388 3.738 4.620
H -0.762 3.674 5.272
H -1.127 4.897 4.099
H -1.942 7.249 4.393
H -2.606 7.800 5.994
H -3.478 6.725 4.729
C 3.490 -0.501 -3.471
S 3.831 0.392 -5.107
O 3.450 -0.515 -6.260
C 2.433 1.536 -5.010
H 2.403 -0.437 -3.411
H 3.876 0.116 -2.660
H 3.901 -1.497 -3.309
H 2.305 1.882 -3.984
H 1.495 1.143 -5.403
H 2.847 2.359 -5.593
C 2.611 -1.030 2.317
S 3.536 -1.580 0.783
O 3.688 -0.358 -0.103
C 5.125 -1.964 1.583
H 2.651 -1.774 3.113
H 1.583 -0.830 2.015
H 3.154 -0.129 2.602
H 5.054 -1.414 2.522
H 6.057 -1.698 1.084
H 5.122 -3.052 1.644
*
```

Properties
LUMO (eV): -0.456
Highest occupied orbital energy (eV): -8.66
Kohn-Sham gap (eV): 8.20

Atom charges from the Löwdin analysis, given in e for atoms 1 to 6: C -0.254; S 0.871; O -0.575; C -0.220; H 0.033; H 0.025



(3)
DFT (ωB97M-V/def2-TZVPD) results for C38H16F5N8SeTi as an isolated structure.

Structure (ORCA input):
```
! wB97M-V def2-TZVPD RIJCOSX def2/J DEFGRID3
* xyz -1 1
Ti 0.012 -0.182 -0.010
C 1.113 -3.138 5.825
C 2.234 -2.307 5.867
C 2.496 -1.407 4.843
C 1.614 -1.372 3.777
C 1.592 -0.544 2.561
N 2.437 0.390 2.326
C 2.352 1.221 1.257
C 3.331 2.185 0.928
C 4.568 2.525 1.512
C 5.298 3.529 0.936
C 4.832 4.212 -0.221
C 3.634 3.894 -0.800
C 2.868 2.866 -0.217
C 1.618 2.301 -0.554
N 0.859 2.719 -1.597
C -0.240 2.152 -1.936
N -0.823 1.012 -1.374
C -2.056 0.810 -2.002
N -2.933 -0.086 -1.733
C -2.804 -0.971 -0.715
N -1.810 -1.008 0.240
C -2.068 -2.059 1.091
N -1.349 -2.423 2.182
C -0.223 -1.894 2.491
N 0.506 -0.940 1.767
C 0.501 -2.197 3.735
C 0.226 -3.089 4.757
C -3.263 -2.696 0.686
C -3.978 -3.796 1.200
C -5.128 -4.172 0.562
C -5.595 -3.481 -0.590
C -4.912 -2.412 -1.102
C -3.727 -2.009 -0.455
C -2.207 1.800 -3.078
C -3.188 1.959 -4.041
C -3.013 2.974 -4.974
C -1.892 3.805 -4.933
C -0.915 3.642 -3.958
C -1.093 2.625 -3.038
N 1.313 1.313 0.358
H 0.934 -3.828 6.640
H 2.906 -2.366 6.715
H 3.357 -0.751 4.865
H 4.919 1.998 2.390
H 6.253 3.812 1.361
H 5.445 4.997 -0.647
H 3.275 4.405 -1.683
H -0.650 -3.722 4.713
H -3.615 -4.319 2.076
H -5.699 -5.014 0.933
H -6.508 -3.816 -1.067
H -5.257 -1.883 -1.981
H -4.046 1.301 -4.067
H -3.752 3.120 -5.751
H -1.779 4.580 -5.680
H -0.035 4.271 -3.921
F -0.520 0.899 -6.617
C -0.112 0.293 -5.499
C 1.063 0.686 -4.884
F 1.785 1.679 -5.413
C 1.474 0.055 -3.723
F 2.612 0.472 -3.163
C 0.736 -0.967 -3.141
Se 1.255 -1.748 -1.465
C -0.430 -1.350 -3.789
F -1.188 -2.331 -3.294
C -0.860 -0.733 -4.951
F -1.996 -1.113 -5.545
*
```

Properties
LUMO (alpha / beta) (eV): 1.417 / 1.411
Highest occupied orbital energy (alpha / beta) (eV): -3.59 / -3.61
Kohn-Sham gap (alpha / beta) (eV): 5.01 / 5.02

Atom charges from the natural (NBO) analysis, given in e for atoms 1 to 6: Ti 1.520; C -0.221; C -0.218; C -0.207; C 0.000; C 0.360



In eV/A, the maximum force values for the records above are, in order, 3.5, 3.8, 0.1.
In eV, the total energy values for the records above are, in order, -108032.602, -286007.259, -153642.856.